{
  "formula": "C12H30BBrI2N2",
  "method": "the ωB97M-V functional and the def2-TZVPD basis",
  "elements": ["C", "C", "C", "C", "C", "B", "C", "N", "C", "Br", "C", "C", "C", "I", "C", "C", "I", "H", "H", "H", "H", "H", "H", "H", "H", "H", "H", "H", "H", "H", "H", "H", "H", "H", "H", "H", "H", "H", "H", "H", "H", "H", "H", "N", "H", "H", "H", "H"],
  "coordinates": [[-1.308, 3.778, -3.084], [-1.374, 2.240, -3.000], [-1.221, 1.673, -1.561], [0.186, 1.100, -1.306], [1.169, 2.290, -1.188], [0.313, -0.052, -0.157], [-0.549, -1.370, -0.715], [0.053, -2.009, -1.908], [1.901, -0.563, 0.046], [3.102, -0.508, -1.511], [1.982, -1.971, 0.625], [3.220, -2.158, 1.530], [-0.176, 0.262, 1.405], [0.982, 1.855, 2.366], [-1.647, 0.482, 1.865], [-2.759, -0.287, 1.168], [-2.338, 2.536, 2.028], [-0.701, 4.120, -3.921], [-2.308, 4.200, -3.171], [-0.870, 4.207, -2.183], [-2.362, 1.955, -3.364], [-0.630, 1.798, -3.662], [-2.006, 0.930, -1.436], [-1.363, 2.529, -0.902], [0.462, 0.605, -2.242], [1.503, 2.602, -2.181], [0.704, 3.165, -0.732], [2.061, 2.039, -0.621], [-1.537, -1.025, -1.021], [-0.778, -2.111, 0.074], [0.420, -2.926, -1.700], [-0.641, -2.143, -2.629], [2.416, 0.065, 0.773], [1.081, -2.123, 1.228], [2.065, -2.715, -0.164], [3.656, -3.155, 1.448], [4.003, -1.461, 1.237], [3.007, -1.938, 2.583], [0.179, -0.570, 2.031], [-1.699, 0.200, 2.919], [-3.604, -0.346, 1.855], [-2.452, -1.315, 0.982], [-3.125, 0.181, 0.263], [0.192, -2.818, 3.596], [-0.453, -2.243, 3.038], [1.024, -2.256, 3.804], [-0.258, -3.120, 4.459], [0.476, -3.627, 3.038]],
  "e_above_lowest_kcal_mol": 0.0,
  "total_charge": 0
}

=====

{
  "formula": "C12H30Cl9O12P3",
  "method": "the ωB97M-V functional and the def2-TZVPD basis",
  "elements": ["C", "O", "P", "O", "O", "C", "O", "C", "H", "H", "H", "H", "H", "H", "H", "H", "H", "C", "O", "P", "O", "O", "C", "O", "C", "H", "H", "H", "H", "H", "H", "H", "H", "H", "C", "O", "P", "O", "O", "C", "O", "C", "H", "H", "H", "H", "H", "H", "H", "H", "H", "Cl", "C", "Cl", "Cl", "H", "Cl", "C", "Cl", "Cl", "H", "Cl", "C", "Cl", "Cl", "H"],
  "coordinates": [[22.145, -6.970, 4.311], [21.461, -5.724, 4.205], [19.861, -5.589, 4.444], [19.080, -6.453, 3.539], [19.755, -5.975, 6.035], [20.256, -5.170, 7.076], [19.524, -4.004, 4.412], [18.157, -3.616, 4.332], [22.750, -7.223, 3.440], [21.576, -7.838, 4.643], [22.731, -6.822, 5.218], [20.816, -5.868, 7.699], [19.535, -4.643, 7.700], [20.946, -4.372, 6.799], [17.927, -3.139, 5.285], [17.380, -4.366, 4.184], [18.044, -2.811, 3.605], [23.006, 0.051, 2.332], [23.914, -1.102, 2.135], [25.516, -1.053, 2.456], [26.400, -0.234, 1.592], [25.979, -2.628, 2.504], [25.822, -3.464, 1.377], [25.491, -0.629, 4.035], [24.974, -1.505, 5.013], [22.073, -0.246, 2.809], [22.859, 0.554, 1.376], [23.450, 0.760, 3.031], [26.044, -2.826, 0.522], [24.853, -3.956, 1.298], [26.618, -4.209, 1.405], [24.015, -1.118, 5.355], [25.558, -1.468, 5.933], [24.921, -2.540, 4.675], [35.515, -2.109, 0.195], [36.148, -2.360, -1.026], [37.709, -2.870, -0.963], [38.602, -1.957, -0.161], [38.156, -2.916, -2.530], [38.476, -1.717, -3.186], [37.641, -4.391, -0.447], [36.951, -5.353, -1.277], [35.858, -2.630, 1.089], [34.436, -2.265, 0.175], [35.669, -1.058, 0.439], [38.444, -0.797, -2.602], [37.683, -1.589, -3.923], [39.478, -1.793, -3.608], [37.396, -6.291, -0.946], [37.096, -5.264, -2.353], [35.875, -5.358, -1.101], [33.242, -12.158, 7.245], [31.990, -13.185, 6.623], [31.376, -12.531, 5.044], [30.638, -13.318, 7.779], [32.468, -14.142, 6.413], [31.101, -5.277, 3.740], [30.674, -6.582, 4.857], [28.978, -6.987, 4.586], [31.072, -6.239, 6.545], [31.218, -7.471, 4.538], [37.881, -6.498, 4.734], [37.761, -8.101, 3.978], [36.170, -8.414, 3.389], [38.167, -9.320, 5.264], [38.438, -8.221, 3.132]],
  "smiles": "COP(=O)(OC)OC.COP(=O)(OC)OC.COP(=O)(OC)OC.ClC(Cl)Cl.ClC(Cl)Cl.ClC(Cl)Cl",
  "e_above_lowest_kcal_mol": 52.3,
  "total_charge": 0
}

=====

{
  "formula": "C12H30ClMgN2O4",
  "method": "the ωB97M-V functional and the def2-TZVPD basis",
  "elements": ["Mg", "Cl", "C", "O", "C", "C", "N", "C", "C", "O", "C", "H", "H", "H", "H", "H", "H", "H", "H", "H", "H", "H", "H", "H", "H", "H", "C", "O", "C", "C", "N", "C", "C", "O", "C", "H", "H", "H", "H", "H", "H", "H", "H", "H", "H", "H", "H", "H", "H", "H"],
  "coordinates": [[26.833, -4.833, 13.130], [24.179, -1.768, 13.677], [19.281, 4.538, 8.669], [20.389, 4.375, 9.535], [21.553, 4.973, 9.119], [22.536, 4.687, 10.188], [23.877, 4.810, 9.637], [24.931, 4.302, 10.488], [26.313, 4.892, 9.963], [26.374, 6.303, 10.140], [27.359, 6.924, 9.375], [18.453, 3.871, 8.908], [19.570, 4.351, 7.635], [18.988, 5.587, 8.697], [21.400, 6.045, 8.997], [21.782, 4.626, 8.111], [22.540, 3.656, 10.541], [22.395, 5.129, 11.175], [24.143, 5.672, 9.182], [25.048, 3.221, 10.414], [24.845, 4.531, 11.551], [26.565, 4.517, 8.971], [27.075, 4.448, 10.604], [28.325, 6.836, 9.872], [27.274, 8.011, 9.365], [27.252, 6.676, 8.319], [28.119, -0.030, 21.717], [28.962, 0.357, 20.691], [28.522, 0.125, 19.360], [29.701, 0.447, 18.471], [30.821, -0.402, 18.740], [32.188, 0.251, 18.680], [32.333, 1.001, 17.381], [33.574, 1.753, 17.305], [34.725, 0.935, 17.134], [27.715, -1.017, 21.489], [27.275, 0.609, 21.976], [28.561, -0.060, 22.713], [27.684, 0.769, 19.092], [28.144, -0.882, 19.183], [29.991, 1.497, 18.491], [29.240, 0.196, 17.516], [30.561, -0.650, 19.684], [33.052, -0.400, 18.816], [32.403, 0.947, 19.491], [31.730, 1.908, 17.335], [32.276, 0.402, 16.472], [35.664, 1.461, 16.958], [34.577, 0.264, 16.287], [34.836, 0.355, 18.050]],
  "total_charge": 1
}

=====

{
  "formula": "C12H30F4KN2O14S4",
  "method": "the ωB97M-V functional and the def2-TZVPD basis",
  "elements": ["K", "N", "S", "O", "O", "F", "S", "O", "O", "F", "N", "S", "O", "O", "F", "S", "O", "O", "F", "C", "O", "C", "C", "O", "C", "H", "H", "H", "H", "H", "H", "H", "H", "H", "H", "C", "O", "C", "C", "O", "C", "H", "H", "H", "H", "H", "H", "H", "H", "H", "H", "C", "O", "C", "C", "O", "C", "H", "H", "H", "H", "H", "H", "H", "H", "H", "H"],
  "coordinates": [[0.485, -0.849, 0.247], [-3.137, -2.412, 0.070], [-3.959, -2.595, 1.336], [-4.639, -3.854, 1.703], [-4.625, -1.363, 1.750], [-2.722, -2.648, 2.262], [-4.189, -3.276, -0.966], [-5.501, -2.707, -1.277], [-4.105, -4.691, -0.970], [-3.446, -2.858, -2.348], [1.081, 1.480, -2.548], [1.761, 1.003, -4.043], [3.127, 0.362, -4.082], [1.216, 1.468, -5.335], [0.842, -0.226, -4.091], [2.270, 2.314, -2.197], [2.594, 3.479, -3.004], [3.254, 1.573, -1.514], [1.529, 3.116, -1.006], [5.542, -2.694, 0.305], [4.828, -3.686, -0.417], [4.245, -3.191, -1.611], [3.124, -4.049, -2.255], [1.993, -4.107, -1.288], [0.867, -4.830, -1.846], [5.494, -2.871, 1.379], [5.087, -1.703, 0.294], [6.576, -2.662, -0.039], [5.067, -3.120, -2.324], [3.911, -2.153, -1.589], [3.474, -5.013, -2.625], [2.741, -3.476, -3.100], [0.313, -5.347, -1.062], [1.082, -5.521, -2.661], [0.290, -4.141, -2.464], [1.212, 2.576, 4.438], [1.142, 1.139, 4.348], [2.368, 0.422, 4.329], [1.969, -0.976, 4.877], [1.077, -1.581, 3.930], [1.354, -2.943, 3.721], [1.278, 3.064, 3.465], [2.153, 2.805, 4.938], [0.401, 3.021, 5.013], [2.994, 0.900, 5.083], [2.891, 0.336, 3.377], [1.610, -0.947, 5.905], [2.897, -1.529, 4.736], [1.370, -3.449, 4.686], [2.346, -3.158, 3.324], [0.560, -3.402, 3.131], [-3.167, 3.138, 0.700], [-3.939, 3.478, -0.478], [-4.246, 4.856, -0.653], [-5.101, 5.256, -1.845], [-4.686, 4.610, -3.056], [-3.858, 5.512, -3.787], [-2.435, 3.871, 1.040], [-2.594, 2.233, 0.497], [-3.825, 2.892, 1.534], [-3.346, 5.456, -0.792], [-4.567, 5.294, 0.292], [-5.290, 6.322, -1.976], [-6.140, 4.988, -1.652], [-3.624, 5.110, -4.773], [-2.995, 5.447, -3.124], [-4.281, 6.509, -3.913]],
  "e_above_lowest_kcal_mol": 131.7,
  "total_charge": -1
}

=====

{
  "formula": "C12H30F6K2N3O20P2S6",
  "method": "the ωB97M-V functional and the def2-TZVPD basis",
  "elements": ["K", "K", "N", "S", "O", "O", "F", "S", "O", "O", "F", "N", "S", "O", "O", "F", "S", "O", "O", "F", "N", "S", "O", "O", "F", "S", "O", "O", "F", "C", "C", "O", "P", "O", "O", "C", "C", "O", "C", "C", "H", "H", "H", "H", "H", "H", "H", "H", "H", "H", "H", "H", "H", "H", "H", "C", "C", "O", "P", "O", "O", "C", "C", "O", "C", "C", "H", "H", "H", "H", "H", "H", "H", "H", "H", "H", "H", "H", "H", "H", "H"],
  "coordinates": [[-0.251, 2.819, -0.585], [0.425, -0.875, 5.712], [-2.706, 3.603, -0.080], [-3.853, 4.173, -1.222], [-3.983, 5.569, -1.628], [-5.166, 3.423, -1.157], [-3.061, 3.342, -2.400], [-2.627, 4.982, 0.702], [-3.947, 5.529, 1.030], [-1.465, 5.804, 0.546], [-2.190, 4.242, 2.044], [0.008, 0.827, 1.395], [1.027, 1.541, 2.565], [2.307, 2.106, 2.115], [1.048, 1.148, 3.954], [0.124, 2.860, 2.603], [0.587, -0.566, 1.672], [0.184, -1.155, 2.935], [1.876, -0.870, 1.151], [-0.539, -1.301, 0.769], [1.324, -3.655, 5.282], [3.026, -3.863, 5.516], [3.942, -4.251, 4.448], [3.449, -4.283, 6.837], [3.371, -2.315, 5.562], [1.347, -4.138, 3.889], [1.471, -5.613, 3.751], [2.002, -3.276, 2.919], [-0.218, -3.911, 3.700], [-3.686, -7.287, -6.636], [-2.951, -7.245, -5.355], [-3.766, -6.974, -4.283], [-4.123, -5.467, -3.769], [-4.309, -4.639, -4.973], [-5.459, -5.647, -2.847], [-6.655, -6.034, -3.432], [-7.453, -6.749, -2.290], [-2.990, -5.119, -2.760], [-2.350, -3.829, -2.710], [-1.992, -3.735, -1.176], [-2.958, -7.068, -7.417], [-4.115, -8.280, -6.766], [-4.493, -6.557, -6.577], [-2.507, -8.235, -5.247], [-2.050, -6.646, -5.490], [-7.128, -5.107, -3.756], [-6.556, -6.598, -4.360], [-8.532, -6.799, -2.437], [-7.092, -7.746, -2.037], [-7.473, -6.104, -1.413], [-1.412, -3.843, -3.264], [-2.990, -3.089, -3.192], [-2.831, -3.270, -0.658], [-1.830, -4.696, -0.689], [-1.156, -3.061, -0.986], [1.437, 6.598, 2.543], [2.478, 5.604, 3.276], [2.970, 4.679, 2.291], [4.353, 4.903, 1.403], [5.663, 4.778, 2.104], [4.161, 6.319, 0.718], [4.930, 7.452, 1.101], [6.102, 7.590, 0.126], [4.115, 3.862, 0.150], [4.709, 2.577, 0.499], [5.732, 2.323, -0.625], [0.936, 7.392, 3.097], [1.839, 7.083, 1.654], [0.643, 5.907, 2.260], [3.304, 6.115, 3.772], [1.983, 5.082, 4.095], [4.255, 8.305, 1.031], [5.468, 7.543, 2.045], [6.357, 6.602, -0.256], [5.954, 8.284, -0.702], [7.038, 7.956, 0.548], [5.166, 2.406, 1.474], [3.938, 1.824, 0.338], [5.382, 2.699, -1.586], [6.644, 2.811, -0.284], [5.790, 1.235, -0.580]],
  "e_above_lowest_kcal_mol": 0.0,
  "total_charge": -1
}

=====

{
  "formula": "C12H30KO6",
  "method": "the ωB97M-V functional and the def2-TZVPD basis",
  "elements": ["K", "C", "O", "C", "C", "O", "C", "H", "H", "H", "H", "H", "H", "H", "H", "H", "H", "C", "O", "C", "C", "O", "C", "H", "H", "H", "H", "H", "H", "H", "H", "H", "H", "C", "O", "C", "C", "O", "C", "H", "H", "H", "H", "H", "H", "H", "H", "H", "H"],
  "coordinates": [[11.335, 2.337, -0.462], [14.586, 2.212, 3.814], [14.314, 3.535, 3.335], [13.940, 4.399, 4.394], [13.303, 5.635, 3.789], [12.129, 5.241, 3.090], [10.945, 4.974, 3.911], [13.682, 1.880, 4.323], [15.407, 2.100, 4.522], [14.808, 1.588, 2.948], [14.756, 4.677, 5.060], [13.176, 3.935, 5.018], [13.968, 6.174, 3.113], [12.977, 6.304, 4.585], [11.094, 4.336, 4.782], [10.257, 4.501, 3.210], [10.633, 5.951, 4.279], [5.923, 1.955, -1.416], [6.628, 3.037, -2.004], [6.192, 4.450, -1.698], [7.094, 5.540, -2.424], [8.300, 5.657, -1.718], [9.045, 6.765, -2.122], [5.562, 2.201, -0.417], [6.661, 1.154, -1.378], [5.040, 1.706, -2.005], [6.255, 4.612, -0.622], [5.147, 4.605, -1.969], [6.643, 6.528, -2.332], [7.120, 5.139, -3.437], [9.344, 6.839, -3.168], [9.889, 6.866, -1.440], [8.451, 7.662, -1.952], [14.437, 4.924, -5.900], [15.246, 3.953, -5.201], [15.818, 2.824, -5.833], [14.615, 1.907, -6.355], [13.618, 1.791, -5.343], [12.527, 1.076, -5.682], [14.314, 5.775, -5.231], [13.428, 4.541, -6.050], [14.792, 5.243, -6.881], [16.524, 2.298, -5.190], [16.401, 3.188, -6.679], [14.993, 0.937, -6.677], [14.164, 2.375, -7.230], [12.053, 1.793, -6.353], [11.844, 0.915, -4.848], [12.881, 0.168, -6.170]],
  "e_above_lowest_kcal_mol": 83.5,
  "total_charge": 1
}

=====

{
  "formula": "C12H30MgO6",
  "method": "the ωB97M-V functional and the def2-TZVPD basis",
  "elements": ["Mg", "C", "O", "C", "C", "O", "C", "H", "H", "H", "H", "H", "H", "H", "H", "H", "H", "C", "O", "C", "C", "O", "C", "H", "H", "H", "H", "H", "H", "H", "H", "H", "H", "C", "O", "C", "C", "O", "C", "H", "H", "H", "H", "H", "H", "H", "H", "H", "H"],
  "coordinates": [[0.205, -0.102, 0.009], [1.564, 2.038, -2.804], [1.741, 1.946, -1.337], [2.312, 3.164, -0.831], [2.670, 2.908, 0.653], [1.540, 2.244, 1.258], [1.404, 2.678, 2.633], [2.552, 1.962, -3.258], [1.121, 2.952, -3.199], [1.059, 1.173, -3.234], [1.651, 4.022, -0.948], [3.249, 3.363, -1.350], [2.833, 3.855, 1.168], [3.647, 2.425, 0.619], [0.510, 2.255, 3.091], [1.114, 3.722, 2.750], [2.303, 2.332, 3.143], [-2.022, -1.992, 2.589], [-0.699, -1.970, 2.126], [-0.009, -3.185, 2.367], [1.512, -3.011, 2.197], [1.836, -2.242, 1.028], [3.238, -2.299, 0.636], [-2.629, -2.787, 2.156], [-2.527, -1.037, 2.447], [-2.045, -2.174, 3.663], [-0.355, -3.922, 1.641], [-0.251, -3.507, 3.380], [2.024, -3.968, 2.092], [1.957, -2.475, 3.035], [3.561, -1.318, 0.288], [3.278, -3.001, -0.196], [3.778, -2.604, 1.533], [-2.740, 2.421, -0.626], [-2.437, 1.047, -0.922], [-3.254, 0.643, -2.015], [-3.173, -0.887, -2.188], [-1.860, -1.208, -1.947], [-1.514, -2.509, -2.468], [-2.323, 2.937, -1.491], [-2.074, 2.616, 0.215], [-3.781, 2.574, -0.344], [-2.947, 1.065, -2.972], [-4.280, 1.005, -1.946], [-3.534, -1.154, -3.181], [-3.888, -1.291, -1.472], [-2.111, -3.359, -2.137], [-0.482, -2.825, -2.311], [-1.724, -2.520, -3.537]],
  "e_above_lowest_kcal_mol": 153.3,
  "total_charge": 2
}

=====

{
  "formula": "C12H30MgO6",
  "method": "the ωB97M-V functional and the def2-TZVPD basis",
  "elements": ["Mg", "C", "O", "C", "C", "O", "C", "H", "H", "H", "H", "H", "H", "H", "H", "H", "H", "C", "O", "C", "C", "O", "C", "H", "H", "H", "H", "H", "H", "H", "H", "H", "H", "C", "O", "C", "C", "O", "C", "H", "H", "H", "H", "H", "H", "H", "H", "H", "H"],
  "coordinates": [[0.019, 0.065, 0.069], [-3.124, 0.280, -0.433], [-1.755, 0.718, -0.515], [-1.702, 2.022, -1.122], [-0.315, 2.346, -1.595], [0.605, 1.863, -0.603], [1.942, 2.312, -0.772], [-3.747, 1.068, -0.012], [-3.143, -0.637, 0.145], [-3.504, 0.053, -1.435], [-2.009, 2.763, -0.381], [-2.384, 2.058, -1.974], [-0.237, 3.431, -1.685], [-0.073, 1.907, -2.567], [1.959, 3.395, -0.898], [2.403, 1.845, -1.648], [2.502, 2.041, 0.118], [2.693, -0.553, 1.622], [1.885, -0.577, 0.432], [2.338, -1.581, -0.500], [1.685, -1.354, -1.868], [0.408, -0.716, -1.705], [-0.364, -0.878, -2.901], [3.696, -0.196, 1.386], [2.772, -1.558, 2.044], [2.220, 0.105, 2.341], [2.050, -2.557, -0.104], [3.423, -1.548, -0.596], [1.520, -2.340, -2.306], [2.300, -0.764, -2.548], [-0.448, -1.931, -3.169], [0.083, -0.318, -3.726], [-1.360, -0.478, -2.724], [-0.142, 2.014, 2.495], [-0.228, 0.691, 1.908], [-1.140, -0.132, 2.625], [-0.952, -1.570, 2.178], [-0.771, -1.591, 0.745], [-0.914, -2.911, 0.230], [-1.138, 2.395, 2.708], [0.375, 2.657, 1.789], [0.462, 1.975, 3.403], [-2.165, 0.212, 2.443], [-0.982, -0.069, 3.705], [-1.818, -2.171, 2.465], [-0.079, -2.037, 2.646], [-0.223, -3.591, 0.737], [-0.688, -2.889, -0.831], [-1.933, -3.268, 0.388]],
  "e_above_lowest_kcal_mol": 0.0,
  "total_charge": 2
}

=====

Record-wise highest occupied orbital energy values, in eV: -7.3 -10.5 -10.4 -7.2 -7.5 -11.5 -16.0 -17.3